# C4H13N2O2

2 unconnected molecules or ions with the total composition C4H13N2O2 (wB97M-V/def2-TZVPD, the Open Molecules 2025 dataset).

Element x y z (Å)
C (-0.020, -2.033, -1.338)
N (-0.956, -0.931, -1.513)
C (-0.232, 0.309, -1.999)
O (0.673, 0.138, -2.942)
H (0.620, -2.173, -2.215)
H (-0.561, -2.950, -1.101)
H (0.639, -1.796, -0.493)
H (-1.634, -1.177, -2.220)
H (0.197, 0.749, -1.064)
H (-1.096, 0.983, -2.263)
C (1.101, 0.826, 1.713)
O (1.724, -0.381, 2.151)
C (-0.389, 0.560, 1.613)
N (-1.085, 1.772, 1.212)
H (1.276, 1.616, 2.454)
H (1.499, 1.156, 0.751)
H (2.667, -0.323, 1.958)
H (-0.583, -0.265, 0.926)
H (-0.712, 0.269, 2.617)
H (-2.034, 1.803, 1.552)
H (-1.095, 1.849, 0.202)

Calculated values
Multiplicity: 1
Total charge: -1
HOMO energy (hartree): -0.0940
Energy (eV): -11433.239
Orbital gap (eV): 6.09

Atom-resolved charges from natural (NBO), all expressed in e:
1 C -0.428
2 N -0.704
3 C 0.146
4 O -0.938
5 H 0.194
6 H 0.160
7 H 0.175
8 H 0.328
9 H 0.039
10 H 0.048
11 C -0.064
12 O -0.736
13 C -0.249
14 N -0.863
15 H 0.141
16 H 0.177
17 H 0.463
18 H 0.219
19 H 0.168
20 H 0.349
21 H 0.377